(1)
60
Properties=species:S:1:pos:R:3:lowdin_charge:R:1 method="wB97M-V/def2-TZVPD" relative_energy_ev=0.000 largest_force_ev_per_a=1.831 lumo_energy_ev="0.45 / -1.89" homo_lumo_gap_ev="8.5 / 6.1" e_tot_ev=-104315.723 multiplicity=6 charge=0 s_squared=8.77
H -1.6632 1.1396 -4.0247 0.102
C 0.8161 -1.8613 -4.0651 -0.081
C -1.3059 1.1860 6.7263 -0.010
H -4.9514 -1.6468 -3.9856 0.102
C -2.1252 0.2393 -3.6206 -0.080
H -0.3358 4.8002 -2.0229 0.103
C 0.0899 3.9452 -2.5478 -0.084
P 0.1566 -0.0820 -1.8780 0.993
C -2.1155 -1.6499 -2.0914 -0.119
H 4.5445 -2.0277 -2.9813 0.103
H -1.9353 -1.7463 3.5919 0.111
H 0.8692 5.1301 -4.1809 0.102
C -1.0165 -1.8623 3.0259 -0.128
C 1.2334 -2.1233 2.5175 -0.146
H 1.2845 1.8065 4.6093 0.116
H 2.9173 -0.7425 -1.6257 0.055
H 1.6084 0.8900 -4.4144 0.103
C 3.4998 -1.9880 -3.2888 -0.087
H 2.3092 -2.2387 2.6236 0.115
H -1.2156 1.3485 8.8810 0.104
H -1.7503 -2.3312 0.9483 0.099
C 1.7342 -2.6071 -4.8133 -0.085
C -0.6113 1.3069 5.5137 -0.133
Cl 1.7903 0.5612 0.4988 0.090
C 1.1697 1.7369 -3.8870 -0.077
C 3.0765 -2.6715 -4.4340 -0.091
Cl 1.4623 2.1565 9.4471 0.682
C -3.3551 -2.0520 -2.5833 -0.089
C -1.4856 -0.4987 -2.6106 -0.384
H 1.3958 -3.1430 -5.7019 0.103
Fe 0.1548 -0.1403 1.8563 0.710
C 0.3080 -1.8480 3.5748 -0.111
C 2.5905 -1.2522 -2.5318 -0.118
C 0.4804 -2.3192 1.3051 -0.196
C -3.3623 -0.1851 -4.1189 -0.083
C 0.7642 4.1286 -3.7612 -0.089
H 1.8407 3.1623 -5.3625 0.104
H 0.8879 -2.6120 0.3425 0.105
H -0.2269 -1.8334 -4.3793 0.102
O -2.4667 0.5401 4.2586 0.051
H 3.7910 -3.2518 -5.0205 0.102
H -0.5338 2.5294 -1.0395 0.096
C 1.2412 -1.1575 -2.9236 -0.374
C -0.0405 2.6703 -2.0017 -0.116
C -3.9826 -1.3238 -3.6023 -0.090
H -1.6195 -2.2263 -1.3087 0.080
C -1.3016 0.9452 4.2091 -0.548
H -2.3513 0.8841 6.7154 0.120
C 0.6777 1.8263 7.9576 -0.684
H -3.8440 0.3840 -4.9161 0.104
H 2.4362 2.2251 6.7664 0.104
C -0.9188 -2.1725 1.6266 -0.132
C 0.7343 1.6975 5.5432 -0.021
C 1.3051 3.0240 -4.4213 -0.084
H -3.8327 -2.9401 -2.1699 0.102
O -0.5573 1.0648 3.1310 -0.171
C -0.6727 1.4430 7.9455 -0.091
H 0.5490 -1.7268 4.6297 0.122
C 1.3876 1.9420 6.7521 -0.095
C 0.4717 1.5477 -2.6823 -0.388

(2)
12
Properties=species:S:1:pos:R:3:lowdin_charge:R:1 method="wB97M-V/def2-TZVPD" relative_energy_ev=1.842 largest_force_ev_per_a=0.578 lumo_energy_ev=0.87 homo_lumo_gap_ev=10.6 e_tot_ev=-7327.443 multiplicity=1 charge=0 smiles="C=C=CCC=O"
C -0.4425 -2.3883 -1.0841 0.004
H -0.5013 0.3378 1.7204 0.121
H -1.1416 1.6648 0.7040 0.119
H 0.1075 0.6966 -1.3089 0.121
H 1.8754 1.1469 1.1511 0.127
C 0.9625 1.7500 0.9566 -0.279
C -0.3205 -1.1616 -0.6499 -0.101
H 0.4021 -3.0727 -1.1055 0.059
C -0.3209 0.9484 0.8268 -0.156
C -0.1749 0.1195 -0.4289 -0.129
O 1.0319 2.9417 0.7774 0.053
H -1.3871 -2.7415 -1.4908 0.060

(3)
14
Properties=species:S:1:pos:R:3:lowdin_charge:R:1 method="wB97M-V/def2-TZVPD" relative_energy_ev=1.500 largest_force_ev_per_a=3.872 lumo_energy_ev="-1.08 / -2.26" homo_lumo_gap_ev="6.6 / 6.5" e_tot_ev=-43976.362 multiplicity=4 charge=0 s_squared=3.75
O 1.6976 0.9943 -0.7739 -0.013
Tm -0.2271 -1.5457 1.9950 1.447
C 0.4835 0.8678 -2.7588 -0.151
O -0.4583 0.8451 -0.0600 -0.064
H -0.4602 1.4082 -2.9273 0.123
H 1.0957 2.7278 -1.7519 0.123
C -1.5122 0.2962 0.8652 -0.435
C 1.4938 1.7244 -1.9659 -0.148
O 0.2721 -0.2609 -1.9382 -0.018
C 0.6289 0.0780 -0.6070 -0.800
O -2.4116 1.0732 1.1521 -0.035
O 0.9651 -0.9666 0.0922 -0.272
H 0.8777 0.5296 -3.7254 0.122
H 2.4587 1.8274 -2.4792 0.121

(4)
7
Properties=species:S:1:pos:R:3:lowdin_charge:R:1 method="wB97M-V/def2-TZVPD" relative_energy_ev=3.340 largest_force_ev_per_a=2.773 lumo_energy_ev=-23.36 homo_lumo_gap_ev=4.8 e_tot_ev=-10710.960 multiplicity=1 charge=+3
O 32.5067 6.1495 -0.1369 0.225
Al 32.5653 9.0164 0.5182 1.942
H 32.1575 5.3749 0.3039 0.155
H 32.9682 5.8034 -0.9007 0.145
H 35.5875 7.1440 0.4701 0.146
O 35.0590 7.6018 1.1238 0.231
H 35.6296 7.6692 1.8893 0.157